1.
# C5H6O2

The molecule C5H6O2 (wB97M-V/def2-TZVPD, the OMol25 dataset).

Each line ends with the natural charge from an NBO analysis.
Element x y z (Å)
1 O -2.180 1.736 0.254  -0.694
2 O 1.214 -1.484 -2.681  -0.502
3 C 1.406 -0.787 -1.719  0.459
4 C 1.346 -1.289 -0.282  -0.579
5 C -1.428 1.274 1.359  -0.132
6 C -0.353 0.364 0.933  -0.028
7 C 0.431 -0.423 0.463  -0.015
8 H 1.630 0.295 -1.811  0.116
9 H 2.358 -1.255 0.142  0.254
10 H -2.061 0.762 2.100  0.189
11 H 1.014 -2.331 -0.292  0.253
12 H -2.359 0.974 -0.311  0.471
13 H -1.018 2.164 1.845  0.208

## Properties
Charge = 0
Energy relative to the best compared isomer or geometry (same formula, charge and spin) = 55.5 kcal/mol
LUMO energy = 0.0277 Ha
Structure (SMILES) = O=CCC#CCO
HOMO = -9.945 eV
Largest force on an atom = 0.59 eV/Å

2.
# C5H6O2

The molecule C5H6O2 (wB97M-V/def2-TZVPD, the OMol25 dataset).

Each line ends with the natural charge from an NBO analysis.
Element x y z (Å)
1 O 2.612 -0.463 0.647  -0.572
2 O 0.820 -0.475 -0.754  -0.505
3 C -1.340 -1.087 0.122  -0.607
4 C 2.124 -0.394 -0.447  0.658
5 C -0.749 2.409 -0.008  -0.219
6 C -0.483 1.245 0.143  -0.029
7 C -0.132 -0.177 0.289  0.002
8 H -1.745 -0.994 -0.889  0.223
9 H 2.688 -0.246 -1.372  0.123
10 H -2.119 -0.803 0.837  0.225
11 H 0.348 -0.336 1.260  0.237
12 H -0.965 3.448 -0.132  0.242
13 H -1.060 -2.128 0.304  0.221

## Properties
Charge = 0
Energy relative to the best compared isomer or geometry (same formula, charge and spin) = 44.5 kcal/mol
LUMO energy = 0.0357 Ha
Structure (SMILES) = C#C[C@@H](C)OC=O
HOMO = -10.469 eV
Largest force on an atom = 0.58 eV/Å

3.
# C5H6O2

The molecule C5H6O2 in a non-equilibrium geometry (wB97M-V/def2-TZVPD, the OMol25 dataset).

Each line ends with the natural charge from an NBO analysis.
Element x y z (Å)
1 O -0.238 2.927 -1.304  -0.595
2 O 1.035 1.331 -0.224  -0.592
3 C 0.373 -0.437 0.718  0.232
4 C -1.273 1.101 -0.202  -0.248
5 C 0.973 -1.550 -0.087  -0.701
6 C -0.081 1.913 -0.639  0.727
7 C -0.976 -0.014 0.445  -0.270
8 H -2.273 1.423 -0.457  0.233
9 H 1.180 -2.487 0.457  0.243
10 H 0.561 -0.530 1.809  0.219
11 H 1.923 -1.106 -0.373  0.281
12 H -1.601 -0.801 0.847  0.233
13 H 0.396 -1.770 -0.990  0.236

## Properties
Charge = 0
Energy relative to the best compared isomer or geometry (same formula, charge and spin) = 59.5 kcal/mol
LUMO energy = -0.0283 Ha
HOMO = -9.699 eV
Largest force on an atom = 1.60 eV/Å

4.
# C5H6O2

The molecule C5H6O2 (wB97M-V/def2-TZVPD, the OMol25 dataset).

Each line ends with the natural charge from an NBO analysis.
Element x y z (Å)
1 O -1.947 0.251 -0.534  -0.559
2 O -1.613 0.026 1.728  -0.501
3 C 1.490 -0.314 -1.560  -0.633
4 C 1.139 0.530 -0.373  -0.188
5 C -2.337 0.186 0.598  0.648
6 C -0.232 -0.222 1.698  0.011
7 C 0.527 0.092 0.688  0.002
8 H 1.093 0.115 -2.486  0.225
9 H -3.398 0.229 0.882  0.120
10 H 2.581 -0.354 -1.641  0.220
11 H 1.107 -1.331 -1.446  0.223
12 H 1.405 1.585 -0.385  0.219
13 H 0.118 -0.690 2.616  0.212

## Properties
Charge = 0
Energy relative to the best compared isomer or geometry (same formula, charge and spin) = 45.9 kcal/mol
LUMO energy = 0.0363 Ha
Structure (SMILES) = CC=C=COC=O
HOMO = -9.451 eV
Largest force on an atom = 0.63 eV/Å

5.
# C5H6O2

The molecule C5H6O2 in a non-equilibrium geometry (wB97M-V/def2-TZVPD, the OMol25 dataset).

Each line ends with the natural charge from an NBO analysis.
Element x y z (Å)
1 O 1.164 1.575 1.271  -0.494
2 O 0.780 -0.762 -1.344  -0.460
3 C -0.653 0.356 0.113  -0.525
4 C 0.765 0.757 0.486  0.594
5 C -1.513 -0.233 1.121  -0.356
6 C 1.655 -0.167 -0.353  -0.192
7 C -0.475 -0.403 -1.100  0.126
8 H -2.117 0.392 1.778  0.189
9 H -1.255 -0.833 -1.717  0.197
10 H -1.062 1.171 -0.597  0.301
11 H 2.449 0.380 -0.863  0.220
12 H 2.085 -0.969 0.256  0.217
13 H -1.824 -1.263 0.948  0.183

## Properties
Charge = 0
Energy relative to the best compared isomer or geometry (same formula, charge and spin) = 108.0 kcal/mol
LUMO energy (spin up / spin down) = -0.0071 / 0.0292 Ha
HOMO (spin up / spin down) = -6.805 / -8.314 eV
Largest force on an atom = 1.80 eV/Å

6.
# C5H6O2

The molecule C5H6O2 in a non-equilibrium geometry (wB97M-V/def2-TZVPD, the OMol25 dataset).

Each line ends with the natural charge from an NBO analysis.
Element x y z (Å)
1 O 0.298 -1.399 0.278  -0.497
2 O 1.028 1.120 -0.126  -0.497
3 C 0.145 0.561 -1.054  0.004
4 C -1.184 0.145 -0.430  -0.334
5 C 0.549 0.775 1.175  -0.096
6 C -0.471 -0.320 0.882  0.014
7 C 0.108 -0.908 -1.009  0.106
8 H -1.374 -0.862 -1.048  0.266
9 H 1.380 0.381 1.771  0.201
10 H -1.059 -0.669 1.734  0.208
11 H 0.137 1.668 1.663  0.183
12 H 0.126 1.094 -1.998  0.218
13 H 0.316 -1.587 -1.839  0.223

## Properties
Charge = 0
Energy relative to the best compared isomer or geometry (same formula, charge and spin) = 118.1 kcal/mol
LUMO energy = 0.0351 Ha
Structure (SMILES) = C1O[C@H]2[C@H]3O[C@@H]1[C@H]32
HOMO = -8.134 eV
Largest force on an atom = 1.49 eV/Å

7.
# C5H6O2

The molecule C5H6O2 (wB97M-V/def2-TZVPD, the OMol25 dataset).

Each line ends with the natural charge from an NBO analysis.
Element x y z (Å)
1 O -2.702 -0.496 0.409  -0.501
2 O 1.633 0.255 -1.078  -0.454
3 C -0.411 -1.186 -0.372  -0.547
4 C -0.729 1.000 -0.001  -0.550
5 C -1.569 -0.281 0.079  0.620
6 C 0.445 0.076 -0.354  0.200
7 C 1.690 0.284 0.351  -0.102
8 H -0.608 -1.630 -1.356  0.251
9 H -1.068 1.814 -0.642  0.248
10 H 2.125 -0.540 0.904  0.182
11 H -0.558 1.396 1.008  0.237
12 H -0.092 -1.980 0.309  0.237
13 H 1.847 1.289 0.744  0.178

## Properties
Charge = 0
Energy relative to the best compared isomer or geometry (same formula, charge and spin) = 54.1 kcal/mol
LUMO energy = 0.0282 Ha
Structure (SMILES) = O=C1CC2(CO2)C1
HOMO = -9.769 eV
Largest force on an atom = 0.59 eV/Å

8.
# C5H6O2

The molecule C5H6O2 (wB97M-V/def2-TZVPD, the OMol25 dataset).

Each line ends with the natural charge from an NBO analysis.
Element x y z (Å)
1 O -2.555 1.033 -0.687  -0.507
2 O 2.091 1.067 -0.951  -0.694
3 C -1.698 -0.460 1.003  -0.574
4 C -2.048 -0.025 -0.417  0.459
5 C 2.196 -0.024 -0.057  -0.132
6 C -0.235 -0.407 0.968  0.000
7 C 0.901 -0.310 0.573  -0.038
8 H -2.053 -1.478 1.202  0.248
9 H 2.504 -0.883 -0.660  0.209
10 H -1.706 -0.734 -1.199  0.116
11 H 2.971 0.144 0.704  0.190
12 H 1.594 1.764 -0.503  0.473
13 H -2.146 0.233 1.719  0.251

## Properties
Charge = 0
Energy relative to the best compared isomer or geometry (same formula, charge and spin) = 58.5 kcal/mol
LUMO energy = 0.0296 Ha
Structure (SMILES) = O=CCC#CCO
HOMO = -9.859 eV
Largest force on an atom = 0.61 eV/Å

9.
# C5H6O2

The molecule C5H6O2 in a non-equilibrium geometry (wB97M-V/def2-TZVPD, the OMol25 dataset).

Each line ends with the natural charge from an NBO analysis.
Element x y z (Å)
1 O 0.007 2.336 2.957  -0.503
2 O 0.314 -0.272 -2.939  -0.693
3 C 0.276 -0.165 0.341  -0.015
4 C 0.025 -0.776 -0.667  -0.028
5 C -0.312 1.681 1.998  0.452
6 C 0.212 0.293 1.718  -0.585
7 C -0.147 -1.253 -2.033  -0.136
8 H -1.209 -1.414 -2.240  0.208
9 H 1.096 0.064 2.322  0.255
10 H 1.155 0.047 -2.585  0.471
11 H -1.123 1.993 1.310  0.114
12 H 0.367 -2.217 -2.161  0.189
13 H -0.661 -0.317 1.980  0.271

## Properties
Charge = 0
Energy relative to the best compared isomer or geometry (same formula, charge and spin) = 62.7 kcal/mol
LUMO energy = 0.0228 Ha
Structure (SMILES) = O=CCC#CCO
HOMO = -9.912 eV
Largest force on an atom = 1.05 eV/Å

10.
# C5H6O2

The molecule C5H6O2 (wB97M-V/def2-TZVPD, the OMol25 dataset).

Each line ends with the natural charge from an NBO analysis.
Element x y z (Å)
1 O 2.250 0.257 0.902  -0.589
2 O 0.829 -0.473 -0.704  -0.498
3 C -1.478 -0.896 -0.228  -0.604
4 C -0.269 1.769 0.333  -0.297
5 C -0.286 0.004 0.048  0.062
6 C -0.802 1.467 -0.769  -0.061
7 C 2.039 -0.258 -0.166  0.656
8 H -1.268 -1.901 0.155  0.213
9 H -1.667 -0.931 -1.302  0.237
10 H 0.230 2.159 1.202  0.274
11 H -0.028 -0.079 1.112  0.244
12 H -2.358 -0.485 0.273  0.230
13 H 2.808 -0.634 -0.857  0.133

## Properties
Charge = 0
Energy relative to the best compared isomer or geometry (same formula, charge and spin) = 98.7 kcal/mol
LUMO energy = 0.0327 Ha
HOMO = -10.320 eV
Largest force on an atom = 0.82 eV/Å